The following is a quantum chemistry calculation of a structure of composition C17H16F3N2O8S3 at a distorted geometry, from the Open Molecules 2025 dataset.

As for the largest force on an atom: 6.453 eV/Å. The value obtained for the total energy is -2862.826097 Ha. For the HOMO energy, the calculation gives -4.0937 eV. The LUMO energy comes out at 0.085 Ha. The net charge is -1.

The geometry in XYZ format:
```
49
Properties=species:S:1:pos:R:3:lowdin_charge:R:1
C 4.18 -0.80 2.79 -0.0772
C 2.84 -1.50 2.69 -0.2155
O 1.94 -0.57 2.08 -0.0335
C 0.69 -1.02 1.77 -0.4484
C -0.11 0.07 1.01 -0.2363
N -1.56 0.04 1.39 -0.3120
O -2.27 0.41 0.38 -0.1247
O -2.08 -0.25 2.48 0.0860
O 0.26 -2.11 2.02 0.1430
H 4.97 -1.41 3.23 0.0760
H 4.54 -0.51 1.80 0.0698
H 4.11 0.12 3.40 0.0800
H 2.95 -2.41 2.09 0.1337
H 2.50 -1.76 3.69 0.1242
H 0.32 1.06 1.23 0.1368
F -0.71 2.54 0.12 0.0511
C -0.91 1.92 -1.08 -0.7187
F -2.17 2.15 -1.47 0.0998
F -0.05 2.49 -1.96 0.0906
S -0.62 0.11 -0.82 1.0875
N -0.46 0.08 -3.04 -0.4526
S -1.87 -0.38 -3.85 0.5767
C -1.67 0.81 -5.18 -0.2594
C -2.65 1.78 -5.39 -0.0631
C -2.44 2.76 -6.34 -0.0979
C -1.27 2.76 -7.11 -0.1027
C -0.29 1.78 -6.89 -0.0831
C -0.51 0.79 -5.94 -0.0649
O -1.83 -1.72 -4.33 -0.2992
O -3.00 0.06 -3.09 -0.3142
S 0.79 -1.04 -2.99 0.5733
C 2.03 0.10 -2.34 -0.2742
C 2.79 0.80 -3.28 -0.0581
C 3.69 1.77 -2.84 -0.0806
C 3.87 1.99 -1.46 -0.0929
C 3.16 1.23 -0.53 -0.0744
C 2.23 0.29 -0.98 -0.1119
O 0.51 -2.07 -2.00 -0.3499
O 1.16 -1.40 -4.33 -0.3330
H -3.54 1.78 -4.76 0.1089
H -3.21 3.52 -6.51 0.1004
H -1.12 3.51 -7.88 0.0927
H 0.64 1.78 -7.48 0.1028
H 0.24 0.01 -5.78 0.0951
H 2.63 0.61 -4.33 0.1042
H 4.29 2.34 -3.56 0.0972
H 4.54 2.77 -1.11 0.0946
H 3.30 1.35 0.55 0.0982
H 1.69 -0.30 -0.24 0.0559
```


The following is a quantum chemistry calculation of a cluster of 2 separate species, C4H13NS in total at a distorted geometry, from the Open Molecules 2025 dataset.

As for the largest force on an atom: 1.749 eV/Å. Its SMILES is CCN.CSC. The value obtained for the total energy is -613.113077 Ha. For the HOMO energy, the calculation gives -8.6535 eV. The LUMO energy comes out at 0.033 Ha. The net charge is 0.

The geometry in XYZ format:
```
19
Properties=species:S:1:pos:R:3:lowdin_charge:R:1
C -1.80 1.58 0.80 -0.1101
C -1.64 1.01 -0.60 -0.3415
N -1.96 -0.43 -0.66 -0.0158
H -0.96 1.34 1.45 0.0462
H -2.06 2.64 0.78 0.0696
H -2.72 1.20 1.18 0.0564
H -2.34 1.47 -1.28 0.0902
H -0.64 1.16 -1.01 0.0795
H -2.33 -0.76 0.22 0.0536
H -1.13 -0.99 -0.82 0.0354
C 2.12 0.20 -0.79 -0.4416
S 1.74 -0.20 0.92 0.7216
C 1.83 -2.01 0.79 -0.4123
H 2.19 1.27 -0.90 0.0299
H 1.31 -0.17 -1.43 0.0222
H 3.04 -0.29 -1.13 0.0348
H 1.55 -2.38 1.78 0.0287
H 0.99 -2.38 0.20 0.0284
H 2.82 -2.26 0.48 0.0248
```


The following is a quantum chemistry calculation of an isolated molecule of C26H26BrNO7, from the Open Molecules 2025 dataset.

As for the largest force on an atom: 0.784 eV/Å. Its SMILES is COC(=O)CCC(=O)O[C@]1(C)C(=O)C2=CN(CC3CC3)C(c3ccc(OC)cc3)=CC2=C(Br)C1=O. The value obtained for the total energy is -4161.812170 Ha. For the HOMO energy, the calculation gives -7.5480 eV. The LUMO energy comes out at -0.005 Ha. The net charge is 0.

The geometry in XYZ format:
```
61
Properties=species:S:1:pos:R:3:lowdin_charge:R:1
C -3.25 -1.08 3.64 -0.0456
O -4.34 -0.43 3.01 -0.0363
C -5.00 -1.13 2.09 -0.5372
O -4.79 -2.29 1.85 0.1131
C -6.07 -0.30 1.42 -0.0622
C -5.87 -0.33 -0.10 -0.0497
C -4.49 0.19 -0.44 -0.4453
O -3.49 -0.05 0.19 0.1587
O -4.49 0.94 -1.53 0.0911
C -3.19 1.47 -1.83 -0.3340
C -3.30 2.28 -3.13 0.0451
C -2.24 0.30 -2.06 -0.3013
O -2.62 -0.69 -2.65 0.1237
C -0.87 0.46 -1.57 -0.0487
C 0.03 -0.52 -1.84 0.0423
N 1.31 -0.49 -1.44 -0.0048
C 2.13 -1.68 -1.56 -0.0941
C 2.14 -2.45 -0.26 -0.2615
C 0.89 -3.15 0.19 -0.0991
C 2.07 -3.95 -0.28 -0.1059
C 1.75 0.60 -0.71 -0.1415
C 3.16 0.70 -0.31 -0.1974
C 3.50 0.80 1.03 -0.0179
C 4.82 0.92 1.43 -0.0043
C 5.83 0.96 0.47 -0.2719
O 7.16 1.07 0.75 -0.0760
C 7.57 1.20 2.09 -0.0813
C 5.50 0.88 -0.88 0.0139
C 4.18 0.75 -1.27 -0.0287
C 0.88 1.59 -0.37 0.0354
C -0.49 1.58 -0.75 -0.1809
C -1.42 2.50 -0.36 -0.5377
Br -0.97 3.90 0.86 0.7998
C -2.81 2.44 -0.69 -0.4354
O -3.67 3.13 -0.19 0.0658
H -2.48 -1.29 2.90 0.0958
H -2.89 -0.39 4.40 0.0924
H -3.58 -2.02 4.09 0.0940
H -7.05 -0.72 1.66 0.1296
H -6.01 0.72 1.79 0.1304
H -6.62 0.26 -0.62 0.1287
H -5.92 -1.37 -0.45 0.1400
H -2.34 2.70 -3.39 0.1037
H -4.03 3.08 -2.98 0.1019
H -3.64 1.62 -3.93 0.0989
H -0.29 -1.38 -2.42 0.1489
H 3.15 -1.41 -1.84 0.1172
H 1.71 -2.30 -2.35 0.1366
H 2.76 -1.99 0.51 0.1315
H 0.66 -3.15 1.24 0.1027
H 0.02 -3.10 -0.44 0.1018
H 2.65 -4.50 0.45 0.0995
H 2.01 -4.44 -1.23 0.1010
H 2.72 0.78 1.78 0.1273
H 5.04 0.99 2.48 0.1059
H 7.30 0.31 2.67 0.0966
H 7.14 2.09 2.56 0.0976
H 8.65 1.29 2.05 0.0947
H 6.29 0.93 -1.61 0.1216
H 3.94 0.72 -2.32 0.1255
H 1.25 2.43 0.20 0.0861
```


The following is a quantum chemistry calculation of a structure of composition C16H21F4N2O18 at a distorted geometry, from the Open Molecules 2025 dataset.

As for the largest force on an atom: 14.390 eV/Å. The value obtained for the total energy is -2484.808250 Ha. For the HOMO energy, the calculation gives -5.5215 eV. The LUMO energy comes out at 0.070 Ha. The net charge is -1.

The geometry in XYZ format:
```
61
Properties=species:S:1:pos:R:3:lowdin_charge:R:1
C -2.84 13.67 -6.87 -0.0024
C -3.33 13.99 -8.29 -0.5481
O -2.65 13.61 -9.28 -0.0664
O -4.46 14.55 -8.46 -0.0237
H -3.36 12.84 -6.39 0.0737
H -2.91 14.45 -6.12 0.0840
H -1.79 13.37 -6.80 0.0490
C -4.26 11.87 -3.44 -0.0050
C -3.92 12.53 -4.78 -0.2635
O -4.36 11.60 -5.74 0.0201
C -4.58 10.46 -5.23 -0.5652
O -4.90 9.46 -5.87 0.1511
O -4.58 10.56 -3.89 0.1017
F -2.55 12.64 -4.84 -0.0756
H -5.06 12.40 -2.92 0.1371
H -3.40 11.92 -2.78 0.1421
H -4.37 13.51 -4.94 0.0330
C 0.23 14.09 -8.15 -0.0045
C -0.27 13.25 -9.30 -0.3281
O -0.13 11.91 -8.95 0.1933
C 0.01 11.86 -7.68 -0.5181
O 0.07 10.81 -7.03 0.1665
O 0.47 13.05 -7.20 -0.0735
F 0.55 13.47 -10.33 0.0675
H -0.58 14.80 -7.95 0.1467
H 1.20 14.51 -8.39 0.1500
H -1.27 13.60 -9.56 0.0564
C -2.76 11.04 -8.00 0.0008
C -2.13 9.66 -8.14 -0.2344
O -1.78 9.36 -6.80 0.1183
C -1.98 10.45 -5.99 -0.5396
O -1.79 10.42 -4.79 0.1800
O -2.51 11.43 -6.66 -0.1067
F -0.94 9.76 -8.75 0.0491
H -3.84 10.99 -8.08 0.1171
H -2.39 11.84 -8.65 0.1227
H -2.72 8.87 -8.62 0.1732
C -2.83 15.80 -3.30 -0.0796
C -2.39 16.40 -4.65 -0.2880
O -3.54 16.21 -5.43 0.1462
C -4.18 15.07 -4.95 -0.3603
O -5.16 14.49 -5.51 -0.0095
O -3.74 14.84 -3.67 0.0977
F -1.32 15.72 -5.05 0.0753
H -3.32 16.62 -2.80 0.1404
H -1.92 15.56 -2.75 0.1479
H -2.20 17.46 -4.44 0.1742
C -5.77 13.35 -6.75 -0.1063
N -6.22 12.30 -7.68 -0.3237
O -5.56 11.30 -7.81 0.0512
O -7.33 12.49 -8.22 0.0399
H -6.25 13.20 -5.78 0.1520
H -5.94 14.31 -7.23 0.1273
H -4.70 13.25 -6.59 0.0620
C -0.68 13.47 -5.63 -0.0919
N -0.31 12.91 -4.34 -0.3355
O 0.78 12.27 -4.23 0.0586
O -1.04 13.18 -3.43 0.0612
H 0.27 13.88 -5.99 0.1256
H -1.41 14.25 -5.42 0.0646
H -0.99 12.60 -6.21 0.0921
```


The following is a quantum chemistry calculation of a structure of composition C15H24Cl2N3O3OsSSi, from the Open Molecules 2025 dataset.

As for the largest force on an atom: 0.553 eV/Å. The value obtained for the total energy is -2674.525656 Ha. For the HOMO energy, the calculation gives -10.8186 eV. The LUMO energy comes out at -0.132 Ha. The net charge is +1.

The geometry in XYZ format:
```
50
Properties=species:S:1:pos:R:3:lowdin_charge:R:1
Os 0.14 -0.35 0.76 1.0847
O -0.74 3.50 1.84 0.1609
C -0.61 2.32 1.81 -0.4539
O -0.89 1.57 0.69 -0.2613
C -0.15 1.48 2.95 -0.1642
C -0.18 1.99 4.24 0.0440
C 0.15 1.14 5.28 -0.0068
C 0.50 -0.17 5.00 -0.0097
C 0.52 -0.60 3.69 -0.0883
N 0.21 0.21 2.67 -0.0783
H -0.47 3.02 4.38 0.1376
H 0.13 1.50 6.30 0.1249
H 0.74 -0.87 5.79 0.1230
H 0.78 -1.61 3.42 0.1101
Cl 1.37 0.03 -2.14 0.4998
C 1.03 -0.57 -3.79 -0.9633
Cl -0.69 -0.77 -4.08 0.5763
H 1.52 -1.53 -3.89 0.0293
H 1.43 0.16 -4.48 0.0330
C -2.54 0.74 -1.47 -0.1782
Si -1.99 2.25 -0.56 0.5129
C -3.39 3.05 0.34 -0.1391
C -0.95 3.40 -1.56 -0.1370
H -2.87 1.02 -2.47 0.0439
H -3.39 0.27 -0.96 0.0416
H -1.76 -0.02 -1.59 -0.0386
H -4.18 3.26 -0.38 0.0518
H -3.10 3.98 0.82 0.0417
H -3.81 2.38 1.10 0.0524
H -1.56 3.85 -2.35 0.0497
H -0.12 2.89 -2.04 0.0233
H -0.56 4.21 -0.94 0.0442
O -2.54 -0.91 2.82 -0.5617
S -2.51 -1.76 1.62 0.7618
N -1.35 -1.58 0.68 -0.5770
C 2.36 -5.11 0.35 -0.0279
C 3.04 -3.89 1.00 -0.5804
C 4.30 -3.49 0.22 -0.0300
C 3.37 -4.17 2.47 -0.0331
C 2.09 -2.76 0.95 -0.0651
N 1.35 -1.88 0.91 -0.0046
H 3.04 -5.96 0.44 0.0978
H 2.16 -4.93 -0.71 0.0938
H 1.43 -5.35 0.85 0.0952
H 4.99 -4.33 0.22 0.0979
H 4.80 -2.64 0.69 0.0938
H 4.07 -3.23 -0.81 0.0912
H 4.10 -4.98 2.51 0.0975
H 2.48 -4.48 3.02 0.0925
H 3.80 -3.29 2.96 0.0917
```